A structure of composition C33H25N3O4S4W, computed with ωB97M-V/def2-TZVPD.

Last column: Mulliken charge in e.
Element x y z (Å)
W 1.27127 -0.35769 -0.70184  1.281
C 4.86233 -2.88671 1.63273  -0.688
O 3.79448 -2.52796 2.52840  -0.485
C 3.53270 -1.20632 2.63884  0.320
C 3.77808 -0.51648 3.82236  -0.407
C 3.46305 0.83059 3.94417  -1.076
C 2.86627 1.52667 2.89956  -0.224
C 2.55864 0.84702 1.72919  0.248
C 1.87671 1.37811 0.49656  -0.179
N 0.61883 2.21509 0.88697  1.375
N -0.22353 2.80835 -0.14291  -1.272
C -0.40708 2.14185 -1.22257  0.561
O 0.19313 0.97689 -1.46365  -0.434
C -1.29647 2.62683 -2.27801  0.653
C -2.11571 3.72976 -2.02657  -0.595
C -2.97298 4.17770 -3.01342  -0.813
C -3.01515 3.52885 -4.24341  -0.418
C -2.19699 2.43636 -4.49227  -0.859
C -1.33364 1.97968 -3.50957  -0.112
C 2.93249 -0.48353 1.61549  0.352
O 2.60006 -1.05051 0.40659  -0.749
H 4.72747 -3.93778 1.39635  0.253
H 5.82166 -2.73921 2.12870  0.306
H 4.82527 -2.29527 0.71762  0.261
H 4.23088 -1.05882 4.64164  0.518
H 3.69355 1.34548 4.86646  0.460
H 2.64729 2.57996 3.01682  0.518
H 2.49564 2.09278 -0.05038  0.765
H -2.07753 4.22456 -1.06601  0.450
H -3.60840 5.03277 -2.82807  0.443
H -3.68711 3.88451 -5.01314  0.457
H -2.22649 1.94561 -5.45540  0.457
H -0.69195 1.13085 -3.70515  0.455
S 2.80857 -0.05989 -2.63023  -0.420
C 1.91849 -1.48600 -3.11659  0.815
C 1.82829 -2.04968 -4.38324  -0.873
C 1.04805 -3.18225 -4.51711  -0.071
C 0.33741 -3.70854 -3.42870  -0.868
C 0.41838 -3.07615 -2.21694  -0.265
N 1.21855 -1.99164 -2.08076  -0.156
H 2.36765 -1.61864 -5.21372  0.508
H 0.97688 -3.66915 -5.48121  0.443
H -0.26972 -4.59522 -3.53560  0.470
H -0.11367 -3.40545 -1.33434  0.587
O -0.03218 -0.75673 0.48835  -0.332
C -1.35765 -0.47058 1.11047  2.811
C -1.74845 -1.75618 1.78217  -1.080
C -0.93164 -2.66241 2.39877  -0.750
C -1.66103 -3.73289 2.97323  -0.731
C -3.00518 -3.60125 2.78723  -0.577
S -3.40379 -2.18088 1.93836  0.025
C -2.30202 -0.04261 0.03136  -0.140
C -3.16994 1.01328 0.07910  0.122
C -4.03267 1.05797 -1.04743  -0.944
C -3.78982 0.04435 -1.92202  -0.560
S -2.57456 -1.01297 -1.35997  -0.082
C -1.02441 0.63058 2.09165  -1.080
C -0.23258 1.75478 2.00949  0.246
C -0.26938 2.56652 3.16589  -1.594
C -1.07639 2.03509 4.12451  -0.519
S -1.78451 0.58084 3.62314  -0.031
H 0.14551 -2.57573 2.44941  0.621
H -1.20960 -4.56486 3.49179  0.471
H -3.78833 -4.26468 3.11762  0.526
H -3.19338 1.73012 0.88783  0.664
H -4.78188 1.81782 -1.20807  0.507
H -4.27057 -0.14716 -2.86821  0.573
H 1.04089 3.06654 1.25794  0.840
H 0.27181 3.49585 3.27908  0.487
H -1.29394 2.43785 5.10067  0.535

## Properties
Total charge = +2
Energy relative to the best compared isomer or geometry (same formula, charge and spin) = 42.7 kcal per mole
E_LUMO = -7.75 eV


A structure of composition C33H26BCl3F5N4O2PRuS3Si, computed with ωB97M-V/def2-TZVPD.

Last column: Mulliken charge in e.
Element x y z (Å)
Ru 0.46643 -0.00637 -0.88105  1.759
F -0.69921 -6.88854 -0.00831  -0.359
C -0.49046 -5.92709 -0.92897  0.380
C -0.22470 -4.62784 -0.54721  0.160
F -0.13811 -4.32866 0.75492  -0.404
C -0.01361 -3.65792 -1.50841  -0.513
F 0.21622 -2.40400 -1.01272  0.568
C 0.01279 -3.89921 -2.88625  0.163
S 0.36938 -2.70237 -4.06477  -0.363
C -0.27473 -5.23761 -3.21700  0.218
F -0.30689 -5.61009 -4.50502  -0.354
C -0.52166 -6.22013 -2.28180  0.296
F -0.78219 -7.48090 -2.67142  -0.335
O 3.39136 -0.10203 1.95943  -0.741
C 2.18508 -0.26770 1.81297  -0.458
O 1.60400 -0.86434 0.83631  -0.396
C 1.25962 0.21628 2.91613  0.174
C 1.83432 0.51684 4.14892  -0.571
C 1.05136 0.87584 5.22945  -0.755
C -0.32829 0.94572 5.08103  -0.807
C -0.90312 0.68088 3.85139  -0.149
C -0.12051 0.32154 2.74934  -0.233
P -0.97551 -0.02636 1.15922  2.149
C -1.77082 -1.63778 1.46849  0.932
C -2.54588 -2.18256 0.44687  -0.533
C -3.20359 -3.38906 0.62595  -0.789
C -3.07942 -4.07338 1.82625  -0.695
C -2.28905 -3.54991 2.83840  -0.740
C -1.63407 -2.33920 2.66307  -0.588
C -2.38100 1.14575 1.34834  0.219
C -3.71066 0.75868 1.22817  -0.229
C -4.73447 1.68214 1.38869  -0.704
C -4.44266 3.00378 1.68609  -0.607
C -3.11773 3.39701 1.82183  -0.780
C -2.09629 2.47665 1.65012  -0.398
H 2.91064 0.44301 4.22424  0.525
H 1.50891 1.09297 6.18679  0.389
H -0.95874 1.21219 5.92029  0.434
H -1.97871 0.75199 3.74965  0.587
H -2.63175 -1.66921 -0.50203  0.044
H -3.79316 -3.79995 -0.18392  0.424
H -3.57694 -5.02523 1.96299  0.390
H -2.16674 -4.09283 3.76715  0.383
H -1.00982 -1.95257 3.45679  0.357
H -3.96046 -0.26914 1.00297  0.398
H -5.76288 1.36171 1.28015  0.398
H -5.24153 3.72294 1.81753  0.368
H -2.87664 4.42560 2.06274  0.446
H -1.06705 2.79570 1.75703  0.579
C -0.98700 4.61227 -1.09005  -0.473
N 0.04621 4.23059 -2.03099  0.320
C 0.35448 4.93219 -3.16580  -0.440
C 1.47984 4.37668 -3.66586  -0.682
N 1.86291 3.34930 -2.84250  0.606
B 3.20169 2.58621 -3.21584  0.459
N 3.77753 1.72766 -2.06174  0.009
C 4.91466 1.99761 -1.33426  -0.758
C 5.25508 0.87724 -0.65274  -0.449
N 4.32137 -0.08004 -0.97589  0.499
C 4.37126 -1.49954 -0.64136  -0.758
C 3.41848 0.46801 -1.79883  -0.700
S 2.06263 -0.37808 -2.47998  -0.238
C 0.95793 3.23963 -1.86380  -0.571
S 0.96857 2.20021 -0.45896  -0.389
H -1.72895 5.20621 -1.61924  0.251
H -0.55549 5.19700 -0.27582  0.327
H -1.45870 3.72828 -0.69084  -0.075
H -0.24710 5.75542 -3.50613  0.440
H 2.04939 4.62080 -4.54419  0.491
H 4.01005 3.45210 -3.46156  -0.241
H 2.96910 1.88226 -4.15985  -0.064
H 5.38870 2.96115 -1.37834  0.542
H 6.06714 0.66927 0.01945  0.450
H 5.19571 -1.65355 0.04863  0.280
H 4.52863 -2.07134 -1.55555  0.335
H 3.44666 -1.79525 -0.16162  0.099
Cl -0.54910 1.10667 -4.37062  -0.350
Si -1.12776 0.31961 -2.54501  0.438
Cl -2.65603 1.69213 -2.00030  -0.348
Cl -2.33899 -1.30598 -3.00124  -0.254

## Properties
⟨S²⟩ = 0.76
Total charge = -1
Energy relative to the best compared isomer or geometry (same formula, charge and spin) = 40.2 kcal per mole
Multiplicity = 2
E_LUMO (alpha / beta) = 1.81 / 1.14 eV


A structure of composition C33H26BF10N3O4S2SeSr, computed with ωB97M-V/def2-TZVPD.

Last column: Mulliken charge in e.
Element x y z (Å)
Sr -0.77796 2.04230 0.80344  2.291
S -1.39441 -1.08639 2.43821  -0.534
C -2.82871 -0.61118 1.66944  0.091
N -3.00625 0.52247 1.04288  0.077
C -4.29514 0.68114 0.56157  -0.823
C -4.76710 1.79926 -0.12330  0.051
C -6.08351 1.81457 -0.54660  -0.704
C -6.93540 0.73653 -0.30091  -0.378
C -6.47998 -0.37936 0.38525  -0.518
C -5.16065 -0.39454 0.81393  0.791
S -4.29320 -1.61179 1.70709  -0.326
H -4.12115 2.64964 -0.30376  0.222
H -6.45351 2.68624 -1.07114  0.428
H -7.96267 0.77125 -0.64297  0.344
H -7.13846 -1.21600 0.58383  0.354
O 1.50221 0.79440 0.91143  -0.056
C 2.54339 1.57416 1.51957  3.040
C 1.94989 2.60433 2.56535  -0.246
O 2.79186 3.24143 3.19698  -0.714
O 0.69115 2.69947 2.62111  -0.859
C 3.47439 0.61739 2.25046  -1.097
C 4.69134 1.06649 2.76271  -0.052
C 5.53899 0.19685 3.42845  -0.913
C 5.18671 -1.13812 3.59661  -0.290
C 3.97818 -1.58839 3.08926  -0.874
C 3.12678 -0.71727 2.41891  -0.158
C 3.27061 2.32488 0.40596  -0.721
C 4.15646 1.63151 -0.41668  0.134
C 4.75149 2.25384 -1.50318  -0.764
C 4.46291 3.58285 -1.78472  -0.423
C 3.57427 4.27723 -0.97749  -0.896
C 2.98279 3.65242 0.11202  -0.415
H 1.45372 0.97541 -0.04752  -0.024
H 4.95529 2.10851 2.64656  0.456
H 6.48129 0.56243 3.82059  0.358
H 5.85134 -1.81921 4.11559  0.371
H 3.69218 -2.62715 3.20489  0.410
H 2.19510 -1.07588 2.00315  0.504
H 4.37526 0.59229 -0.19961  0.449
H 5.43437 1.69825 -2.13500  0.373
H 4.92063 4.07088 -2.63735  0.357
H 3.32885 5.30798 -1.20037  0.379
H 2.29849 4.20774 0.74149  0.520
C 1.46980 1.77100 -3.39917  -1.737
C 0.10852 1.94142 -2.70789  0.680
O 0.20100 1.91934 -1.36392  -0.535
C -0.48497 3.30245 -3.15844  0.544
F -1.75523 3.46739 -2.76841  -0.211
F -0.45927 3.48588 -4.50431  -0.322
F 0.23045 4.31002 -2.63344  -0.238
C -0.83470 0.80101 -3.17832  0.450
F -1.95497 0.73055 -2.44461  -0.155
F -1.22482 0.91707 -4.47335  -0.323
F -0.22560 -0.39049 -3.07523  -0.247
H 2.08145 2.64238 -3.16976  0.271
H 1.38108 1.65373 -4.48033  0.421
H 1.94904 0.89196 -2.97164  0.346
C 0.82361 -5.69997 -1.94100  -0.975
N 0.12596 -5.06594 -0.85251  0.365
C 0.35415 -3.78663 -0.39953  -0.302
Se 1.59006 -2.61262 -1.02459  -0.326
N -0.53505 -3.57819 0.60003  0.622
C -1.32257 -4.69248 0.79753  0.258
C -2.35177 -4.95123 1.68529  -0.487
C -2.94987 -6.20352 1.61094  -0.565
C -2.53258 -7.15767 0.68281  -0.532
C -1.49752 -6.89394 -0.20878  -0.601
C -0.90424 -5.64583 -0.13224  0.303
H 1.52494 -4.97476 -2.34806  0.229
H 0.11638 -6.00230 -2.71577  0.337
H 1.36901 -6.57723 -1.58625  0.319
H -0.63143 -2.71116 1.15253  -0.360
H -2.66863 -4.19854 2.39462  0.458
H -3.76147 -6.44192 2.28631  0.391
H -3.02522 -8.12131 0.65365  0.354
H -1.17334 -7.63124 -0.93184  0.405
F -2.10509 4.12246 0.84495  -0.222
B -3.01825 5.23754 0.61155  0.369
F -3.80812 5.38060 1.75090  -0.387
F -3.80410 4.90726 -0.49840  -0.447
F -2.25844 6.37607 0.37055  -0.366

## Properties
Total charge = -2
Energy relative to the best compared isomer or geometry (same formula, charge and spin) = 9.9 kcal per mole
E_LUMO = 3.71 eV